No. 1
Below is 3 unconnected molecules or ions with the total composition C2H10O2S in a non-equilibrium geometry, with properties calculated with the ωB97M-V functional and the def2-TZVPD basis.

Geometry (Å):
1 C 1.943 0.567 0.144
2 C 1.692 -0.516 1.216
3 S 0.060 -1.308 0.920
4 H 1.249 1.400 0.294
5 H 1.583 0.355 -0.879
6 H 3.008 0.787 0.051
7 H 2.573 -1.129 1.404
8 H 1.496 -0.001 2.164
9 H 0.372 -2.452 0.266
10 H -0.501 2.341 -0.753
11 H 0.216 3.447 -1.484
12 O 0.256 2.908 -0.693
13 H -3.951 0.027 -1.876
14 H -2.898 -1.002 -2.532
15 O -3.459 -0.818 -1.793

## Properties
Largest force on an atom = 1.7 eV/Å
Total charge = 0
SMILES = CCS.O.O
Frontier orbital gap = 9.283 eV


No. 2
Below is 4 unconnected molecules or ions with the total composition C2H10O4 in a non-equilibrium geometry, with properties calculated with the ωB97M-V functional and the def2-TZVPD basis.

Geometry (Å):
1 C 1.848 -2.895 -1.582
2 C 1.574 -2.244 -0.469
3 O 0.308 -1.950 -0.032
4 H 2.842 -3.042 -1.972
5 H 1.072 -3.281 -2.236
6 H 2.273 -1.815 0.200
7 H -0.269 -2.483 -0.591
8 H -1.684 -0.559 6.520
9 H -2.200 -1.120 5.328
10 O -1.805 -0.278 5.607
11 H -0.357 4.789 0.174
12 H -1.465 5.733 -0.114
13 O -0.867 5.488 0.604
14 H 0.232 1.035 -5.084
15 H -0.431 -0.221 -4.464
16 O -0.185 0.690 -4.291

## Properties
Largest force on an atom = 1.3 eV/Å
Total charge = 0
SMILES = C=CO.O.O.O
Frontier orbital gap = 9.914 eV


No. 3
Below is 4 unconnected molecules or ions with the total composition C2H10O4 in a non-equilibrium geometry, with properties calculated with the ωB97M-V functional and the def2-TZVPD basis.

Geometry (Å):
1 C 2.555 2.534 0.509
2 C 1.367 1.970 0.661
3 O 0.892 1.401 1.786
4 H 2.858 2.979 -0.423
5 H 3.266 2.669 1.318
6 H 0.719 1.873 -0.174
7 H 1.457 1.630 2.532
8 H -3.107 -2.836 4.010
9 H -2.396 -3.506 5.058
10 O -2.215 -2.829 4.388
11 H -5.078 -2.349 -2.859
12 H -3.466 -2.387 -3.081
13 O -4.207 -2.465 -2.480
14 H 2.775 0.318 -4.449
15 H 2.522 0.548 -2.978
16 O 2.060 0.450 -3.818

## Properties
Largest force on an atom = 1.3 eV/Å
Total charge = 0
SMILES = C=CO.O.O.O
Frontier orbital gap = 9.975 eV


No. 4
Below is C2H10O9Si3 in the gas phase in a non-equilibrium geometry, with properties calculated with the ωB97M-V functional and the def2-TZVPD basis.

Geometry (Å):
1 C 1.322 -0.176 -1.062
2 C 0.134 0.661 -1.487
3 O 0.889 -1.352 -0.542
4 O 2.036 -0.622 -2.242
5 O -0.877 -0.196 -2.016
6 O -1.799 2.851 -0.742
7 O 0.673 2.784 0.410
8 O 1.359 -1.855 2.074
9 O -0.284 -3.164 0.843
10 O -0.688 0.632 3.067
11 O -2.628 0.175 1.674
12 Si -0.547 1.889 -0.186
13 Si 0.224 -1.598 0.947
14 Si -1.062 0.213 1.507
15 H 1.937 0.426 -0.389
16 H 0.492 1.289 -2.375
17 H 2.678 -1.166 -1.818
18 H -0.460 -0.972 -2.469
19 H -2.138 2.594 -1.572
20 H 1.039 3.345 -0.217
21 H 1.700 -2.747 2.141
22 H -0.851 -3.366 0.013
23 H 0.244 0.661 3.237
24 H -3.393 -0.307 1.204

## Properties
Largest force on an atom = 5.3 eV/Å
Total charge = 0
SMILES = O[C@@H]1O[Si](O)(O)[Si](O)(O)[Si](O)(O)[C@@H]1O
Frontier orbital gap = 8.698 eV


No. 5
Below is 2 unconnected molecules or ions with the total composition C2H10OSi2 in a non-equilibrium geometry, with properties calculated with the ωB97M-V functional and the def2-TZVPD basis.

Geometry (Å):
1 C 2.894 0.122 0.836
2 C -1.991 0.745 -2.064
3 O 1.984 -0.420 1.732
4 Si -2.389 0.427 -0.239
5 Si 0.654 -1.322 1.465
6 H 3.493 -0.663 0.358
7 H 3.558 0.789 1.389
8 H 2.386 0.691 0.051
9 H -2.064 -0.172 -2.648
10 H -2.681 1.469 -2.499
11 H -0.982 1.134 -2.194
12 H -3.572 -0.425 -0.098
13 H -2.546 1.687 0.486
14 H 0.957 -2.453 0.585
15 H 0.299 -1.608 2.839

## Properties
Largest force on an atom = 1.4 eV/Å
Total charge = 0
Frontier orbital gap (alpha / beta) = 7.064 / 6.969 eV


No. 6
Below is 2 unconnected molecules or ions with the total composition C2H10OSi2 in a non-equilibrium geometry, with properties calculated with the ωB97M-V functional and the def2-TZVPD basis.

Geometry (Å):
1 C 1.231 1.353 -1.235
2 C 0.982 0.138 1.485
3 O 1.431 -1.372 -0.830
4 Si -3.098 -0.876 0.066
5 Si 0.656 -0.098 -0.333
6 H 2.182 1.706 -0.903
7 H 1.463 1.200 -2.292
8 H 0.694 2.273 -1.348
9 H 1.287 1.155 1.765
10 H 0.229 -0.329 2.117
11 H 1.980 -0.306 1.554
12 H 1.813 -1.997 -0.293
13 H -3.483 -2.270 -0.206
14 H -3.756 -0.709 1.407
15 H -3.611 0.130 -0.952

## Properties
Largest force on an atom = 3.5 eV/Å
Total charge = 0
Frontier orbital gap (alpha / beta) = 6.442 / 7.308 eV


No. 7
Below is C2H10OSi3 in the gas phase in a non-equilibrium geometry, with properties calculated with the ωB97M-V functional and the def2-TZVPD basis.

Geometry (Å):
1 C -1.529 -0.174 0.761
2 C -0.984 -1.462 0.208
3 O -2.508 -0.124 1.470
4 Si 2.560 -0.836 -1.151
5 Si -0.657 1.299 -0.011
6 Si 1.843 0.530 0.502
7 H -0.632 -1.281 -0.797
8 H -1.843 -2.227 0.135
9 H -0.185 -1.806 0.816
10 H 2.599 -2.182 -0.640
11 H 3.731 -0.344 -2.043
12 H 1.386 -0.845 -1.971
13 H -0.842 2.312 1.050
14 H -1.465 1.597 -1.222
15 H 2.628 1.574 1.290
16 H 1.444 -0.397 1.689

## Properties
Largest force on an atom = 3.0 eV/Å
Total charge = 0
SMILES = CC(=O)[SiH2][SiH2][SiH3]
Frontier orbital gap = 8.848 eV


No. 8
Below is a gas-phase ion, C2H11BN3O (charge +1) in a non-equilibrium geometry, with properties calculated with the ωB97M-V functional and the def2-TZVPD basis.

Geometry (Å):
1 B 1.162 0.035 -0.539
2 C -1.599 -0.111 -0.217
3 C -0.249 -0.751 -0.257
4 N 2.132 -0.308 0.469
5 N -0.175 -2.027 -0.103
6 N -1.563 1.161 0.507
7 O 0.752 1.682 -0.508
8 H -1.850 0.107 -1.263
9 H -2.361 -0.806 0.169
10 H 1.575 -0.053 -1.649
11 H 1.923 -0.313 1.454
12 H 3.112 -0.174 0.316
13 H 0.738 -2.466 -0.139
14 H -0.985 -2.628 0.040
15 H -2.373 1.730 0.288
16 H -0.132 1.744 -0.034
17 H -1.548 1.010 1.509
18 H 1.442 2.167 -0.043

## Properties
Largest force on an atom = 5.5 eV/Å
Total charge = +1
Frontier orbital gap (alpha / beta) = 6.207 / 5.670 eV
Multiplicity = 3